Entry 1
69
Properties=species:S:1:pos:R:3:lowdin_charge:R:1 method="wB97M-V/def2-TZVPD" multiplicity=1 gap_ev=7.08 charge=0 smiles="CCOc1ccc(NC(=S)N(CCN2CCOCC2)Cc2cc3cc4c(cc3[nH]c2=O)OCCO4)cc1"
C -9.65931 -2.78727 0.82244 -0.068
C -8.48911 -1.87107 0.49904 -0.272
O -7.32305 -2.66596 0.44757 -0.058
C -6.12480 -2.05916 0.21001 -0.274
C -5.00898 -2.89864 0.20165 -0.005
C -3.75083 -2.38732 -0.01673 -0.010
C -3.56680 -1.02011 -0.23042 -0.257
N -2.26436 -0.57952 -0.48319 0.065
C -1.71586 0.62250 -0.19333 -0.746
S -2.46404 1.78235 0.73109 0.714
N -0.46024 0.84679 -0.67603 -0.109
C 0.27454 2.01791 -0.25343 -0.197
C -0.02961 3.24004 -1.15260 -0.183
N 0.52768 4.50792 -0.77166 -0.174
C 1.96400 4.67364 -0.84025 -0.156
C 2.67628 4.39843 0.49280 -0.200
O 2.12696 5.18174 1.52761 -0.134
C 0.74764 4.91279 1.68632 -0.187
C -0.03065 5.17468 0.38934 -0.148
C 0.15203 0.06404 -1.73692 -0.089
C 1.25178 -0.81706 -1.20263 -0.093
C 2.55067 -0.42891 -1.19248 0.044
C 3.57812 -1.23585 -0.62490 -0.146
C 4.92399 -0.85788 -0.60419 0.069
C 5.88080 -1.67658 -0.04317 -0.194
C 5.49723 -2.90139 0.54380 -0.190
C 4.17255 -3.29979 0.50671 0.078
C 3.21114 -2.48138 -0.07632 -0.174
N 1.89495 -2.85302 -0.12560 0.181
C 0.87092 -2.10795 -0.64822 -0.388
O -0.26985 -2.55891 -0.64182 0.040
O 6.39610 -3.71897 1.15757 -0.013
C 7.64312 -3.10733 1.42090 -0.138
C 8.10497 -2.31071 0.20373 -0.145
O 7.18799 -1.27452 -0.07521 -0.023
C -4.67893 -0.19007 -0.25233 -0.058
C -5.94542 -0.70245 -0.02816 -0.015
H -9.75453 -3.55121 0.05562 0.076
H -10.57904 -2.21108 0.87018 0.074
H -9.49307 -3.27612 1.77847 0.076
H -8.38678 -1.09904 1.27472 0.125
H -8.65289 -1.37542 -0.46872 0.124
H -5.15828 -3.95299 0.37320 0.116
H -2.89140 -3.04174 -0.02416 0.108
H -1.61198 -1.35285 -0.63940 0.085
H 1.33958 1.77434 -0.26977 0.101
H -0.02703 2.24494 0.77059 0.060
H -1.11573 3.35894 -1.18081 0.096
H 0.31359 3.02851 -2.17167 0.116
H 2.36832 4.03119 -1.62442 0.120
H 2.15730 5.71940 -1.11101 0.124
H 3.72989 4.67894 0.42779 0.122
H 2.60529 3.33183 0.75948 0.112
H 0.40066 5.58083 2.47630 0.125
H 0.61197 3.87263 2.01744 0.114
H -1.06789 4.86625 0.51681 0.116
H -0.00110 6.25250 0.18657 0.124
H -0.61033 -0.54283 -2.22952 0.136
H 0.56955 0.75802 -2.47354 0.127
H 2.84074 0.51477 -1.63416 0.127
H 5.23369 0.08142 -1.03317 0.133
H 3.90538 -4.24672 0.94791 0.131
H 1.63217 -3.75416 0.25735 0.170
H 8.33748 -3.91422 1.65738 0.135
H 7.55049 -2.43421 2.28351 0.141
H 9.06708 -1.83050 0.38496 0.135
H 8.18441 -2.98254 -0.66195 0.141
H -4.56536 0.86434 -0.44034 0.060
H -6.78375 -0.02427 -0.04662 0.103

Entry 2
69
Properties=species:S:1:pos:R:3:lowdin_charge:R:1 method="wB97M-V/def2-TZVPD" multiplicity=1 gap_ev=9.08 charge=0 smiles="CCOc1ccc(N(CC(=O)NC2CCCCC2)C(=O)CSc2nnc(COc3ccccc3)o2)cc1"
C -2.85147 -3.39559 -0.84657 -0.056
C -3.36471 -1.95883 -0.87371 -0.242
O -3.08085 -1.25837 0.32242 -0.063
C -1.87823 -0.66523 0.49160 -0.270
C -0.78734 -0.77551 -0.36714 -0.011
C 0.38505 -0.09689 -0.08999 -0.005
C 0.48939 0.70051 1.03828 -0.266
N 1.70738 1.37714 1.33019 -0.004
C 2.53713 0.78105 2.36683 -0.024
C 3.45628 -0.29831 1.76818 -0.468
O 3.26928 -1.48373 1.94519 0.064
N 4.45038 0.22401 1.03543 0.109
C 5.39798 -0.57278 0.28478 -0.315
C 5.14792 -0.42343 -1.21829 -0.148
C 6.15776 -1.24608 -2.01245 -0.201
C 7.58218 -0.82360 -1.66710 -0.212
C 7.83224 -0.97714 -0.17010 -0.202
C 6.82697 -0.15155 0.62715 -0.150
C 2.19020 2.40650 0.61372 -0.504
O 3.32326 2.83911 0.76393 0.042
C 1.25238 3.04720 -0.39619 -0.302
S -0.25199 3.72578 0.39490 1.053
C -1.43923 2.81728 -0.45505 -0.676
N -1.26584 2.03492 -1.47948 0.055
N -2.48123 1.54825 -1.79412 0.123
C -3.32943 2.05386 -0.96521 -0.305
C -4.78958 1.78871 -0.90102 -0.106
O -5.00649 0.94782 0.20800 -0.036
C -6.19415 0.27609 0.29729 -0.269
C -7.31430 0.54002 -0.47964 -0.025
C -8.46979 -0.20203 -0.28863 -0.086
C -8.51947 -1.19948 0.66632 -0.101
C -7.39933 -1.45981 1.44156 -0.079
C -6.24265 -0.73075 1.26078 -0.012
O -2.72929 2.88453 -0.07751 0.102
C -0.58931 0.79992 1.91096 -0.027
C -1.75943 0.12856 1.63765 0.016
H -1.76966 -3.42537 -0.74477 0.069
H -3.28836 -3.92530 -0.00378 0.080
H -3.13414 -3.90129 -1.76573 0.078
H -2.97129 -1.40920 -1.73705 0.115
H -4.45780 -1.96105 -0.93210 0.120
H -0.83752 -1.37333 -1.26159 0.112
H 1.22830 -0.19092 -0.75782 0.127
H 3.13948 1.56948 2.82505 0.135
H 1.88631 0.31689 3.10856 0.134
H 4.48515 1.23051 0.91361 0.116
H 5.23184 -1.61301 0.58446 0.152
H 4.13205 -0.75005 -1.45092 0.112
H 5.23544 0.63202 -1.48934 0.121
H 5.97834 -1.11724 -3.08175 0.108
H 6.02598 -2.30390 -1.77495 0.116
H 8.29568 -1.43069 -2.22756 0.107
H 7.73115 0.21964 -1.95474 0.113
H 8.84711 -0.65729 0.07390 0.108
H 7.73607 -2.02901 0.10742 0.115
H 6.99761 -0.28009 1.69755 0.118
H 6.95055 0.90788 0.38897 0.121
H 1.77987 3.87887 -0.86235 0.090
H 0.90330 2.34206 -1.14815 0.070
H -5.33200 2.73866 -0.78506 0.146
H -5.08272 1.30004 -1.83814 0.142
H -7.30481 1.31943 -1.22611 0.105
H -9.33720 0.01008 -0.89614 0.104
H -9.42368 -1.77154 0.80726 0.099
H -7.42743 -2.23903 2.18842 0.105
H -5.35432 -0.92398 1.83956 0.114
H -0.51104 1.42178 2.79041 0.125
H -2.61389 0.21280 2.28995 0.124

The structure with the greatest stability is entry 2.

Entry 1
21
Properties=species:S:1:pos:R:3:lowdin_charge:R:1 method="wB97M-V/def2-TZVPD" multiplicity=1 gap_ev=9.84 charge=0 smiles="[H]/N=C/NCC[C@H](C)N"
H -2.80176 -1.29435 3.54039 0.026
N -2.23642 -1.60029 2.75912 0.060
C -2.23916 -0.77541 1.79911 -0.351
N -1.61008 -1.02546 0.60880 -0.014
C -1.19644 0.09504 -0.23032 -0.212
C -0.02354 -0.29992 -1.12599 -0.154
C 1.36009 0.10521 -0.58965 -0.470
C 1.54723 1.57762 -0.23148 -0.068
N 2.37207 -0.46295 -1.48568 0.034
H -2.81603 0.15557 1.81699 0.124
H -1.01550 -1.84097 0.62805 0.123
H -2.03679 0.40824 -0.85745 0.113
H -0.95603 0.98121 0.35675 0.095
H -0.13231 0.21076 -2.08607 0.116
H -0.04604 -1.37595 -1.22469 0.109
H 1.48065 -0.40238 0.35754 0.126
H 0.89641 1.85152 0.59343 0.063
H 1.45396 2.24298 -1.09324 0.082
H 2.55121 1.71312 0.18007 0.075
H 3.25169 -0.00037 -1.27006 0.068
H 2.19679 -0.26320 -2.44561 0.054

Entry 2
21
Properties=species:S:1:pos:R:3:lowdin_charge:R:1 method="wB97M-V/def2-TZVPD" multiplicity=1 gap_ev=8.91 charge=0 smiles="C=C[C@@H](C)C(N)(N)N"
C 1.52552 1.64358 -1.05980 -0.004
C 1.27775 0.32465 -1.11362 -0.154
C 0.14598 -0.56392 -0.61224 -0.300
C 0.73875 -1.89093 -0.10878 -0.074
C -0.82111 0.10713 0.40655 -0.673
N -1.59425 1.14124 -0.17918 0.075
N -1.73074 -0.77056 1.04283 0.069
N 0.00553 0.72137 1.47232 0.053
H 1.02862 2.35151 -0.40498 0.045
H 2.37396 2.06133 -1.60272 0.050
H 1.93961 -0.21661 -1.80185 0.096
H -0.45667 -0.80965 -1.49835 0.140
H 0.03830 -2.71622 -0.27789 0.072
H 1.66507 -2.15123 -0.63277 0.073
H 0.97542 -1.85187 0.95906 0.077
H -1.28274 1.58431 -1.03955 0.076
H -2.55436 1.32491 0.08830 0.080
H -1.80544 -1.75245 0.79341 0.074
H -2.15239 -0.54262 1.93632 0.083
H 0.90712 0.36990 1.78612 0.073
H -0.22392 1.63613 1.84683 0.069

Entry 3
21
Properties=species:S:1:pos:R:3:lowdin_charge:R:1 method="wB97M-V/def2-TZVPD" multiplicity=1 gap_ev=9.84 charge=0 smiles="[H]/N=C(/N)[C@H](N)C(C)C"
H -1.91857 -0.82085 -0.69186 0.009
N -1.36565 -0.93295 -1.53804 0.115
C -0.28032 -0.21986 -1.50256 -0.431
N 0.44943 -0.24995 -2.65866 0.092
C 0.11044 0.72898 -0.32646 -0.294
N 1.50149 1.19210 -0.52164 0.033
C -0.00512 0.18608 1.12340 -0.391
C -1.42496 -0.18765 1.55651 -0.097
C 0.94777 -0.97476 1.43079 -0.077
H -0.06139 -0.76856 -3.36779 0.098
H 0.73916 0.65208 -3.00962 0.083
H -0.54646 1.60215 -0.42955 0.138
H 1.66439 2.03675 0.02124 0.080
H 1.68120 1.41208 -1.49360 0.049
H 0.28902 1.01487 1.78515 0.131
H -2.16216 0.52626 1.17657 0.080
H -1.49710 -0.18545 2.65026 0.080
H -1.70057 -1.19660 1.23386 0.073
H 0.75210 -1.83727 0.78670 0.082
H 0.83305 -1.29755 2.47218 0.077
H 1.99425 -0.67989 1.30311 0.069

The structure with the greatest stability is entry 3.